A) Here is C3H4O2S2 in the gas phase from the OMol25 dataset. Energies are from the ωB97M-V functional and the def2-TZVPD basis.

HOMO-LUMO gap	9.3715	eV
net charge	0

Cartesian coordinates (Å):
1 O 3.93 0.63 0.08
2 C 3.00 0.00 0.37
3 C 1.95 -0.71 0.62
4 S 0.85 -0.98 -0.74
5 C -0.53 0.19 -0.29
6 O -1.08 -0.11 0.93
7 S 0.04 1.92 -0.18
8 H 1.69 -1.14 1.57
9 H -1.23 0.11 -1.13
10 H -1.54 -0.96 0.89
11 H 0.50 1.97 -1.43

What are the Mulliken partial charges on each atom? They are as follows, in elementary charge units: -0.3508, 0.8098, -0.7099, -0.1375, -0.0346, -0.5270, -0.2158, 0.3443, 0.3413, 0.3364, 0.1438


B) Here is C3H4O2S2 in the gas phase from the OMol25 dataset. Energies are from the ωB97M-V functional and the def2-TZVPD basis.

HOMO-LUMO gap	9.4043	eV
net charge	0

Cartesian coordinates (Å):
1 C 0.51 -0.55 0.35
2 C -0.69 -0.25 -0.50
3 C 1.69 0.48 0.01
4 O -2.81 1.36 -0.15
5 O 1.79 1.19 -0.95
6 S -1.93 -1.51 -0.44
7 S -2.05 0.37 0.58
8 H 0.38 -0.51 1.39
9 H -0.32 0.36 -1.43
10 H 2.37 0.56 0.94
11 H 1.06 -1.49 0.19

What are the Mulliken partial charges on each atom? They are as follows, in elementary charge units: -0.7704, -0.0381, 0.1215, -0.4850, -0.4524, -0.2102, 0.3619, 0.4705, 0.4043, 0.2734, 0.3243


Least stable: B)